(1)
{
  "formula": "C15H16N5O3PdSe",
  "method": "the ωB97M-V functional and the def2-TZVPD basis",
  "symbols": ["Pd", "C", "C", "N", "O", "C", "C", "N", "O", "H", "H", "H", "H", "H", "H", "H", "Se", "N", "C", "C", "C", "C", "C", "C", "N", "H", "H", "H", "H", "O", "N", "C", "C", "C", "C", "C", "H", "H", "H", "H", "H"],
  "xyz": [[-0.342, 0.704, -0.114], [-0.056, -3.261, -2.568], [-0.066, -2.112, -1.601], [-1.115, -1.435, -1.317], [-2.255, -1.832, -2.039], [1.208, -1.755, -0.964], [2.373, -2.694, -1.048], [1.324, -0.601, -0.343], [2.421, -0.263, 0.204], [-1.012, -3.379, -3.064], [0.186, -4.185, -2.043], [0.726, -3.109, -3.314], [-2.924, -1.235, -1.691], [2.106, -3.701, -0.720], [3.166, -2.311, -0.411], [2.768, -2.782, -2.064], [0.232, -1.513, 2.496], [-0.662, -0.075, 1.967], [-0.971, 0.624, 3.046], [-1.672, 1.871, 3.042], [-1.928, 2.467, 4.229], [-1.517, 1.882, 5.479], [-0.860, 0.701, 5.526], [-0.567, 0.029, 4.295], [0.060, -1.131, 4.204], [-1.977, 2.298, 2.094], [-2.459, 3.409, 4.256], [-1.751, 2.411, 6.393], [-0.547, 0.244, 6.454], [-1.860, 2.111, -1.428], [-0.682, 1.886, -1.961], [0.403, 2.556, -1.470], [1.659, 2.352, -2.026], [1.802, 1.496, -3.097], [0.668, 0.883, -3.629], [-0.563, 1.095, -3.066], [0.163, 3.302, -0.727], [2.500, 2.871, -1.592], [2.775, 1.311, -3.527], [0.737, 0.228, -4.485], [-1.492, 0.645, -3.377]],
  "forces_ev_per_a": [[-0.1, -0.8, 0.2], [0.0, 0.0, 0.0], [0.0, 0.0, 0.0], [0.0, 0.0, 0.1], [0.1, 0.0, 0.0], [0.0, 0.0, 0.0], [0.1, 0.0, 0.0], [0.0, -0.2, -0.1], [0.0, 0.1, 0.0], [0.0, 0.0, 0.0], [0.0, 0.0, 0.0], [0.0, 0.0, 0.0], [-0.1, 0.0, 0.0], [0.0, 0.0, 0.0], [0.0, 0.0, 0.0], [0.0, 0.0, 0.0], [-0.1, -0.1, 0.0], [0.3, 0.3, 0.0], [-0.2, 0.0, 0.1], [0.1, -0.1, 0.0], [0.0, 0.0, 0.1], [0.0, 0.0, -0.1], [0.0, 0.0, 0.0], [-0.1, 0.0, 0.1], [0.1, 0.0, 0.0], [0.0, 0.0, 0.0], [0.0, 0.0, 0.0], [0.0, 0.0, 0.0], [0.0, 0.0, 0.0], [0.0, 0.0, 0.0], [-0.1, 0.4, -0.4], [0.1, 0.1, -0.1], [-0.1, 0.0, 0.1], [0.0, 0.0, 0.0], [0.0, 0.0, 0.0], [0.0, 0.0, 0.1], [0.0, 0.0, 0.0], [0.0, 0.0, 0.0], [0.0, 0.0, 0.0], [0.0, 0.0, 0.0], [0.0, 0.0, 0.0]],
  "e_homo_ev": [-7.15, -7.33],
  "spin_multiplicity": 2,
  "s_squared": 0.756,
  "gap_ev": [6.321, 6.502],
  "charge": 0,
  "lumo_energy_ev": [-0.8, -0.8]
}

---

(2)
{
  "formula": "C6H7BrCl2O2",
  "method": "the ωB97M-V functional and the def2-TZVPD basis",
  "symbols": ["C", "C", "C", "C", "C", "C", "O", "O", "Cl", "Cl", "Br", "H", "H", "H", "H", "H", "H", "H"],
  "xyz": [[0.707, -0.840, -0.491], [0.029, 0.268, 0.135], [1.736, -1.622, 0.145], [-2.631, 1.681, 0.830], [2.493, -2.641, -0.818], [-1.600, 2.099, -0.037], [2.156, -1.379, 1.287], [-0.719, 1.017, -0.608], [0.465, 0.711, 1.688], [3.772, -3.576, 0.018], [0.274, -1.100, -2.279], [-3.165, 0.830, 0.373], [-2.312, 1.558, 1.953], [-3.297, 2.592, 0.977], [3.088, -1.791, -1.380], [1.839, -3.338, -1.322], [-0.932, 2.871, 0.444], [-1.905, 2.660, -0.917]],
  "forces_ev_per_a": [[-2.0, 2.6, 1.7], [2.8, -3.0, -1.8], [1.8, -0.5, 1.6], [-2.6, 0.1, 3.7], [1.3, 2.8, 1.1], [4.4, 2.2, -1.5], [-0.7, -1.0, -2.0], [-1.8, 1.4, 0.3], [-0.4, 0.6, 0.9], [-0.5, 0.2, 0.0], [-0.2, -0.3, -0.8], [-0.1, 0.3, 0.8], [-0.4, -0.6, -2.3], [0.3, -1.2, -0.6], [-1.3, -2.3, 0.0], [0.1, 0.3, -0.6], [-0.3, -1.0, -0.2], [-0.4, -0.7, -0.3]],
  "smiles": "CCO/C(Cl)=C(\\Br)C(=O)CCl",
  "e_homo_ev": -8.70,
  "spin_multiplicity": 1,
  "gap_ev": 8.804,
  "charge": 0,
  "lumo_energy_ev": 0.1
}

---

(3)
{
  "formula": "C65H79N2O3SSb3Si3Ti",
  "method": "the ωB97M-V functional and the def2-TZVPD basis",
  "symbols": ["Ti", "C", "C", "C", "Sb", "C", "C", "C", "C", "C", "C", "C", "C", "C", "C", "C", "C", "Sb", "C", "C", "C", "C", "C", "C", "C", "C", "C", "C", "C", "C", "H", "H", "H", "H", "H", "H", "H", "H", "H", "H", "H", "H", "H", "H", "H", "H", "H", "H", "H", "H", "H", "H", "H", "H", "H", "H", "C", "C", "O", "C", "C", "C", "C", "C", "C", "O", "H", "H", "H", "H", "H", "H", "H", "C", "Sb", "C", "C", "C", "C", "C", "C", "N", "Si", "C", "C", "C", "C", "C", "C", "C", "C", "C", "N", "Si", "C", "C", "C", "Si", "C", "C", "C", "H", "H", "H", "H", "H", "H", "H", "H", "H", "H", "H", "H", "H", "H", "H", "H", "H", "H", "H", "H", "H", "H", "H", "H", "H", "H", "H", "H", "H", "H", "H", "H", "H", "H", "H", "H", "H", "H", "S", "C", "C", "O", "C", "C", "C", "C", "C", "C", "H", "H", "H", "H", "H", "H", "H", "H"],
  "xyz": [[-0.319, 0.401, 0.611], [3.699, 0.816, -2.603], [4.425, -0.509, -2.832], [3.697, -1.755, -2.331], [3.648, -1.906, -0.173], [2.350, -3.600, -0.028], [1.831, -3.936, 1.220], [1.051, -5.074, 1.381], [0.759, -5.881, 0.290], [1.253, -5.545, -0.964], [2.050, -4.416, -1.116], [5.459, -3.115, -0.151], [6.673, -2.457, -0.363], [7.879, -3.145, -0.348], [7.897, -4.512, -0.104], [6.701, -5.180, 0.122], [5.496, -4.487, 0.097], [3.471, 1.573, -0.568], [3.860, 3.616, -1.197], [3.193, 4.133, -2.308], [3.339, 5.465, -2.677], [4.159, 6.308, -1.938], [4.827, 5.808, -0.828], [4.674, 4.477, -0.462], [5.560, 1.283, -0.039], [6.616, 1.568, -0.904], [7.935, 1.350, -0.524], [8.221, 0.851, 0.741], [7.183, 0.572, 1.619], [5.865, 0.783, 1.227], [2.679, 0.757, -2.994], [4.209, 1.615, -3.147], [5.434, -0.467, -2.406], [4.572, -0.618, -3.915], [4.185, -2.657, -2.707], [2.663, -1.755, -2.670], [2.004, -3.281, 2.067], [0.647, -5.314, 2.358], [0.134, -6.758, 0.411], [1.015, -6.157, -1.826], [2.433, -4.171, -2.100], [6.689, -1.383, -0.530], [8.805, -2.607, -0.516], [8.837, -5.052, -0.086], [6.704, -6.247, 0.317], [4.572, -5.028, 0.268], [2.531, 3.503, -2.892], [2.801, 5.843, -3.539], [4.271, 7.348, -2.221], [5.466, 6.458, -0.240], [5.206, 4.107, 0.409], [6.407, 1.968, -1.891], [8.741, 1.570, -1.216], [9.248, 0.676, 1.039], [7.394, 0.173, 2.604], [5.057, 0.537, 1.909], [0.253, -1.545, -3.216], [0.307, -0.389, -2.250], [0.669, -0.648, -1.020], [-0.003, 0.916, -2.697], [-0.277, 1.194, -4.069], [-0.459, 2.480, -4.540], [-0.381, 3.566, -3.670], [-0.159, 3.327, -2.310], [-0.001, 2.046, -1.808], [0.150, 1.886, -0.482], [0.430, -2.468, -2.663], [1.002, -1.460, -4.014], [-0.723, -1.621, -3.706], [-0.335, 0.367, -4.766], [-0.656, 2.638, -5.595], [-0.507, 4.580, -4.032], [-0.106, 4.149, -1.605], [-2.134, 4.265, 0.699], [-3.048, 2.965, 2.154], [-1.281, 1.664, 2.289], [-1.638, 0.650, 3.340], [-1.980, 0.970, 4.667], [-2.224, -0.032, 5.584], [-2.130, -1.359, 5.181], [-1.825, -1.594, 3.851], [-1.608, -0.635, 2.963], [0.035, 2.867, 3.007], [1.273, 1.997, 4.131], [-0.649, 4.210, 4.190], [1.048, 3.860, 1.767], [-4.838, 2.171, 1.014], [-4.813, 0.668, 0.943], [-5.136, -0.064, -0.204], [-5.218, -1.441, -0.142], [-4.968, -2.078, 1.062], [-4.598, -1.288, 2.136], [-4.520, 0.036, 2.088], [-5.074, 3.028, -0.659], [-3.604, 2.688, -1.767], [-6.652, 2.500, -1.600], [-5.368, 4.892, -0.493], [-6.236, 2.599, 2.248], [-7.918, 2.225, 1.474], [-6.280, 4.404, 2.799], [-6.202, 1.630, 3.855], [-2.839, 4.819, 0.087], [-1.461, 3.690, 0.068], [-1.544, 4.984, 1.269], [-2.055, 2.006, 4.965], [-2.478, 0.219, 6.608], [-2.295, -2.180, 5.866], [-1.757, -2.611, 3.471], [0.841, 1.156, 4.673], [1.639, 2.736, 4.855], [2.110, 1.608, 3.554], [-0.926, 3.797, 5.162], [-1.494, 4.797, 3.824], [0.182, 4.905, 4.361], [1.167, 3.362, 0.807], [2.041, 3.996, 2.210], [0.632, 4.855, 1.594], [-5.288, 0.424, -1.155], [-5.441, -2.008, -1.038], [-5.010, -3.156, 1.158], [-4.340, -1.740, 3.088], [-2.851, 2.081, -1.257], [-3.104, 3.605, -2.085], [-3.906, 2.156, -2.670], [-6.388, 2.190, -2.615], [-7.338, 3.347, -1.682], [-7.200, 1.679, -1.139], [-4.726, 5.420, 0.209], [-6.407, 5.076, -0.208], [-5.217, 5.333, -1.483], [-8.175, 2.918, 0.671], [-8.686, 2.303, 2.249], [-7.951, 1.210, 1.068], [-6.007, 5.125, 2.033], [-5.608, 4.551, 3.646], [-7.298, 4.636, 3.129], [-6.473, 0.585, 3.713], [-6.933, 2.094, 4.529], [-5.221, 1.658, 4.332], [1.248, -0.420, 1.884], [-1.449, -2.840, 0.317], [-1.999, -1.731, -0.521], [-1.849, -0.494, -0.092], [-2.649, -1.988, -1.747], [-3.033, -0.934, -2.613], [-3.684, -1.187, -3.799], [-3.988, -2.496, -4.192], [-3.594, -3.549, -3.365], [-2.935, -3.313, -2.174], [-0.755, -3.458, -0.261], [-2.243, -3.499, 0.692], [-0.905, -2.423, 1.164], [-2.772, 0.075, -2.334], [-3.947, -0.353, -4.442], [-4.500, -2.688, -5.127], [-3.803, -4.572, -3.660], [-2.634, -4.151, -1.558]],
  "forces_ev_per_a": [[1.1, -0.4, 0.4], [0.0, 0.0, 0.0], [0.0, 0.0, 0.0], [0.0, 0.0, 0.0], [-0.1, 0.1, 0.1], [0.0, -0.1, 0.0], [0.0, 0.0, 0.0], [0.0, 0.0, 0.0], [0.0, 0.0, 0.0], [0.0, 0.0, 0.0], [0.0, 0.0, 0.0], [0.0, 0.0, 0.0], [0.0, 0.0, 0.0], [0.0, 0.0, 0.0], [0.0, 0.0, 0.0], [0.0, 0.0, 0.0], [0.0, 0.0, 0.0], [0.0, 0.1, 0.1], [0.0, 0.0, -0.1], [0.0, 0.0, 0.0], [0.0, 0.0, 0.0], [0.0, 0.0, 0.0], [0.0, 0.0, 0.0], [0.0, 0.0, 0.0], [0.0, 0.0, 0.0], [0.0, 0.0, 0.0], [0.0, 0.0, 0.0], [0.0, 0.0, 0.0], [0.0, 0.0, 0.0], [0.0, 0.0, 0.0], [0.0, 0.0, 0.0], [0.0, 0.0, 0.0], [0.0, 0.0, 0.0], [0.0, 0.0, 0.0], [0.0, 0.0, 0.0], [0.0, 0.0, 0.0], [0.0, 0.0, 0.0], [0.0, 0.0, 0.0], [0.0, 0.0, 0.0], [0.0, 0.0, 0.0], [0.0, 0.0, 0.0], [0.0, 0.0, 0.0], [0.0, 0.0, 0.0], [0.0, 0.0, 0.0], [0.0, 0.0, 0.0], [0.0, 0.0, 0.0], [0.0, 0.0, 0.0], [0.0, 0.0, 0.0], [0.0, 0.0, 0.0], [0.0, 0.0, 0.0], [0.0, 0.0, 0.0], [0.0, 0.0, 0.0], [0.0, 0.0, 0.0], [0.0, 0.0, 0.0], [0.0, 0.0, 0.0], [0.0, 0.0, 0.0], [0.0, 0.0, 0.0], [0.0, 0.1, 0.1], [-0.3, 0.0, -0.1], [0.0, 0.0, 0.0], [0.0, 0.0, 0.0], [0.0, 0.0, 0.0], [0.0, 0.0, 0.0], [0.1, 0.0, 0.0], [0.1, 0.0, 0.0], [-0.3, 0.0, 0.1], [0.0, 0.0, 0.0], [0.0, 0.0, 0.0], [0.0, 0.0, 0.0], [0.0, 0.0, 0.0], [0.0, 0.0, 0.0], [0.0, 0.0, 0.0], [0.0, 0.0, 0.0], [0.1, 0.1, 0.0], [0.1, -0.1, 0.1], [-0.2, 0.1, 0.1], [0.0, 0.0, 0.0], [0.0, 0.0, 0.0], [0.0, 0.0, 0.0], [0.0, 0.0, 0.0], [0.0, 0.0, 0.0], [0.0, 0.1, -0.1], [0.0, -0.3, 0.0], [0.0, 0.0, 0.1], [0.1, 0.1, -0.1], [0.0, 0.0, 0.0], [-0.2, 0.1, -0.1], [0.0, 0.0, 0.0], [0.0, 0.0, 0.0], [0.0, 0.0, 0.0], [0.0, 0.0, 0.0], [0.0, 0.0, 0.0], [0.0, 0.0, 0.0], [0.0, -0.1, 0.1], [0.1, 0.0, 0.0], [0.0, 0.0, 0.0], [0.0, 0.0, 0.0], [0.1, 0.0, -0.1], [0.0, 0.0, 0.0], [0.0, 0.0, 0.0], [-0.1, 0.0, 0.1], [0.0, -0.1, 0.0], [0.0, 0.0, 0.0], [0.0, 0.0, 0.0], [0.0, 0.0, 0.0], [0.0, 0.0, 0.0], [0.0, 0.0, 0.0], [0.0, 0.0, 0.0], [0.0, 0.0, 0.0], [0.0, 0.0, 0.0], [0.0, 0.0, 0.0], [0.0, 0.0, 0.0], [0.0, 0.0, 0.0], [0.0, 0.0, 0.0], [0.0, 0.0, 0.0], [0.0, 0.0, 0.0], [0.0, 0.0, 0.0], [0.0, 0.0, 0.0], [0.0, 0.0, 0.0], [0.0, 0.0, 0.0], [0.0, 0.0, 0.0], [0.0, 0.0, 0.0], [0.0, 0.0, 0.0], [0.0, -0.1, 0.0], [0.0, 0.0, 0.0], [0.0, 0.0, 0.0], [0.0, 0.0, 0.0], [0.0, 0.0, 0.0], [0.0, 0.0, 0.0], [0.0, 0.0, 0.0], [0.0, 0.0, 0.0], [0.0, 0.0, 0.0], [0.0, 0.0, 0.0], [0.0, 0.0, -0.1], [0.0, 0.0, 0.0], [0.0, 0.0, 0.0], [0.0, 0.0, 0.0], [0.0, 0.0, 0.0], [0.0, 0.0, 0.0], [-0.3, 0.3, -0.3], [0.0, -0.1, 0.0], [0.0, 0.1, 0.1], [-0.2, -0.2, -0.2], [0.1, -0.1, 0.0], [-0.1, 0.0, 0.0], [0.0, 0.0, 0.0], [0.0, 0.0, 0.0], [0.0, 0.0, 0.0], [0.0, 0.0, 0.0], [0.0, 0.0, 0.0], [0.0, 0.0, 0.0], [0.0, 0.0, 0.0], [0.0, 0.1, 0.0], [0.0, 0.0, 0.0], [0.0, 0.0, 0.0], [0.0, 0.0, 0.0], [0.0, 0.0, 0.0]],
  "e_homo_ev": [-0.33, -2.14],
  "spin_multiplicity": 3,
  "s_squared": 2.056,
  "gap_ev": [4.322, 6.127],
  "charge": -2,
  "lumo_energy_ev": [4.0, 4.0]
}

---

(4)
{
  "formula": "C15H20N5O2",
  "method": "the ωB97M-V functional and the def2-TZVPD basis",
  "symbols": ["N", "N", "C", "N", "N", "C", "C", "C", "C", "C", "C", "C", "C", "H", "H", "H", "H", "H", "H", "H", "H", "H", "H", "H", "H", "H", "H", "H", "C", "C", "C", "C", "C", "C", "N", "O", "O", "H", "H", "H", "H", "H"],
  "xyz": [[1.607, -0.648, -0.564], [0.605, 0.311, -0.830], [0.399, 0.503, -2.205], [1.159, -0.163, -3.176], [-0.527, 1.345, -2.610], [-1.445, 2.118, -1.755], [-2.981, 1.900, -2.145], [-3.365, 0.389, -2.178], [-4.293, -0.150, -1.184], [-4.632, -1.569, -1.183], [-4.067, -2.515, -2.150], [-3.164, -1.993, -3.169], [-2.841, -0.577, -3.162], [2.540, -0.239, -0.619], [1.456, -1.116, 0.329], [-0.271, -0.030, -0.422], [1.376, -1.122, -2.883], [0.650, -0.244, -4.057], [-0.661, 1.443, -3.619], [-1.376, 1.886, -0.668], [-1.237, 3.206, -1.919], [-3.550, 2.347, -1.280], [-3.285, 2.477, -3.053], [-4.763, 0.492, -0.408], [-5.344, -1.972, -0.426], [-4.296, -3.604, -2.142], [-2.675, -2.622, -3.955], [-2.133, -0.149, -3.919], [4.106, 1.483, 4.911], [2.795, 1.088, 5.154], [2.248, 0.024, 4.453], [3.025, -0.641, 3.513], [4.334, -0.250, 3.257], [4.872, 0.817, 3.961], [2.459, -1.782, 2.787], [1.302, -2.088, 3.021], [3.180, -2.365, 1.991], [4.532, 2.311, 5.465], [2.201, 1.610, 5.895], [1.227, -0.276, 4.650], [4.940, -0.764, 2.522], [5.892, 1.130, 3.773]],
  "forces_ev_per_a": [[0.8, -1.0, -0.3], [-0.5, -0.1, -1.5], [0.2, -1.1, -0.6], [-1.4, 0.0, 1.3], [0.0, 0.2, 0.4], [-1.6, 1.0, -0.3], [0.2, -0.7, 0.8], [-0.8, -2.2, 0.1], [0.8, -1.4, -1.3], [1.1, -0.1, -1.3], [0.7, 2.3, -0.3], [-0.5, 1.5, 1.3], [-0.6, 0.4, 1.2], [-0.5, 0.1, 0.4], [0.0, 0.3, -0.3], [0.2, 0.6, 0.1], [0.4, 0.5, 0.4], [0.3, 0.5, 0.2], [0.1, 0.0, 0.6], [0.5, 0.0, -1.0], [0.1, -0.9, 0.4], [0.5, -0.3, -1.0], [0.4, -0.7, 0.5], [0.5, -0.4, -0.7], [0.7, 0.5, -0.7], [0.0, 1.1, 0.2], [-0.7, 0.5, 0.9], [-0.9, -0.8, 0.5], [0.0, 0.0, 0.0], [0.1, 0.0, -0.1], [-0.2, 0.0, 0.1], [0.2, 0.4, 0.3], [0.2, -0.1, -0.1], [-0.2, 0.0, 0.1], [0.1, -0.2, 0.0], [0.2, 0.1, -0.2], [-0.3, 0.3, 0.1], [0.0, -0.1, 0.0], [0.0, -0.1, -0.1], [0.1, -0.1, -0.1], [-0.2, -0.1, 0.1], [-0.1, -0.1, 0.0]],
  "e_homo_ev": -12.00,
  "spin_multiplicity": 1,
  "gap_ev": 9.077,
  "charge": 1,
  "lumo_energy_ev": -2.9
}